No. 1
{"formula": "C4H8N2O", "method": "ωB97M-V/def2-TZVPD", "symbols": ["C", "N", "C", "C", "N", "C", "O", "H", "H", "H", "H", "H", "H", "H", "H"], "coordinates": [[0.676, 0.691, -1.744], [0.909, 0.321, -0.389], [0.015, -0.641, 0.301], [-0.759, -1.522, -0.575], [-1.341, -2.240, -1.273], [-0.870, 0.065, 1.368], [-0.043, 0.742, 2.290], [-0.254, 1.252, -1.875], [1.536, 1.277, -2.075], [0.628, -0.221, -2.354], [1.099, 1.038, 0.298], [1.015, -1.074, 0.490], [-1.586, -0.603, 1.874], [-1.468, 0.856, 0.887], [0.442, 0.062, 2.776]], "atomic_forces_ev_per_a": [[-0.22, 0.32, -0.38], [-0.06, 0.73, -0.27], [0.78, 0.32, -0.40], [-0.23, -0.50, -0.75], [0.54, 0.79, 0.82], [0.10, -0.20, -0.27], [0.18, -0.21, 0.22], [-0.04, 0.14, -0.35], [-0.24, 0.04, -0.16], [0.01, 0.30, 0.05], [0.01, 0.35, -0.38], [-1.44, -1.88, 2.14], [0.37, -0.07, -0.22], [0.24, -0.35, -0.12], [0.00, 0.21, 0.08]], "total_energy_ev": -9303.2593, "smiles": "CN[C@H](C#N)CO"}

=====

No. 2
{"formula": "C4H8N2O", "method": "ωB97M-V/def2-TZVPD", "symbols": ["C", "C", "C", "C", "O", "N", "N", "H", "H", "H", "H", "H", "H", "H", "H"], "coordinates": [[1.179, -0.579, -0.588], [-1.514, -0.796, 0.922], [0.493, 0.661, -1.084], [0.872, 0.010, 0.794], [-0.237, -0.626, 1.509], [0.078, 1.008, -2.219], [0.607, 1.279, 0.195], [-0.323, 1.949, -2.205], [-0.216, 1.748, 0.551], [0.673, -1.504, -0.867], [2.239, -0.631, -0.849], [1.740, 0.047, 1.462], [-1.491, -1.626, 0.211], [-1.882, 0.120, 0.452], [-2.219, -1.059, 1.717]], "atomic_forces_ev_per_a": [[-0.34, -0.53, -0.37], [0.33, 0.02, -0.25], [0.62, 0.77, -0.87], [-0.03, -1.85, 1.15], [1.44, 0.79, 0.33], [-0.19, 0.09, 0.27], [-1.44, 0.43, -0.61], [0.04, -0.11, 0.01], [0.13, 0.51, 0.07], [0.14, 0.00, 0.18], [-0.19, 0.04, 0.08], [-0.67, -0.29, 0.40], [-0.16, 0.14, -0.20], [0.00, -0.08, -0.17], [0.32, 0.07, 0.00]], "total_energy_ev": -9303.8643}

=====

No. 3
{"formula": "C4H8N2O", "method": "ωB97M-V/def2-TZVPD", "symbols": ["C", "C", "C", "N", "H", "H", "H", "H", "H", "H", "H", "N", "C", "O", "H"], "coordinates": [[1.574, -0.595, 0.257], [0.130, -0.640, -0.173], [-0.276, 0.003, -1.441], [-0.309, -1.455, -1.302], [2.241, -0.695, -0.609], [1.796, 0.361, 0.744], [1.804, -1.401, 0.961], [-0.590, -0.645, 0.642], [-1.247, 0.486, -1.540], [0.516, 0.451, -2.042], [0.494, -1.869, -1.767], [-2.111, 0.993, 1.575], [-1.162, 1.704, 1.316], [-0.243, 2.321, 0.937], [-2.617, 0.979, 2.443]], "atomic_forces_ev_per_a": [[0.04, -0.04, -0.03], [0.04, 0.10, 0.19], [-0.04, 0.27, -0.08], [0.14, -0.26, -0.14], [-0.08, 0.02, 0.10], [-0.03, -0.16, -0.06], [-0.01, 0.08, -0.11], [0.13, -0.06, -0.17], [0.14, -0.13, 0.03], [-0.13, -0.09, 0.11], [-0.06, 0.04, 0.03], [0.31, 0.32, -0.13], [0.24, 0.28, -0.10], [-0.69, -0.43, 0.32], [0.01, 0.06, 0.04]], "total_energy_ev": -9304.2804, "smiles": "C[C@H]1CN1.N=C=O"}

=====

No. 4
{"formula": "C4H8N2O", "method": "ωB97M-V/def2-TZVPD", "symbols": ["N", "C", "O", "C", "N", "C", "C", "H", "H", "H", "H", "H", "H", "H", "H"], "coordinates": [[0.430, 1.517, -0.277], [-0.641, 1.324, -1.015], [-1.265, 1.991, -1.841], [-1.267, -0.110, -0.773], [-0.503, -0.837, 0.217], [-0.010, -0.748, 1.604], [0.475, -1.572, 0.482], [0.792, 2.448, -0.488], [1.999, 0.269, -0.077], [-2.288, -0.007, -0.402], [-1.255, -0.691, -1.697], [0.511, 0.182, 1.833], [-0.638, -1.209, 2.365], [2.508, -0.286, 0.060], [1.151, -2.271, 0.008]], "atomic_forces_ev_per_a": [[-0.26, 0.13, -0.20], [-0.06, -0.13, 0.08], [0.15, -0.10, 0.14], [-0.11, -0.02, -0.12], [0.39, -0.24, 0.05], [-0.03, 0.12, 0.34], [-0.32, 0.21, -0.21], [-0.04, -0.06, 0.04], [0.13, -0.12, 0.04], [0.12, 0.03, -0.06], [-0.01, 0.11, 0.09], [-0.02, -0.23, -0.07], [0.08, 0.12, -0.15], [0.10, 0.03, 0.00], [-0.11, 0.16, 0.03]], "total_energy_ev": -9300.5266}

=====

No. 5
{"formula": "C4H8N2O", "method": "ωB97M-V/def2-TZVPD", "symbols": ["C", "N", "O", "C", "C", "N", "C", "H", "H", "H", "H", "H", "H", "H", "H"], "coordinates": [[-0.014, -1.463, -0.417], [1.191, -1.273, -0.417], [1.569, -0.425, 0.575], [1.211, 0.989, 0.272], [-0.089, 1.069, -0.605], [-1.231, 0.455, 0.168], [-0.938, -0.839, 0.627], [-0.390, -2.095, -1.073], [1.224, 1.590, 1.288], [2.148, 1.094, -0.405], [0.004, 0.421, -1.457], [-0.182, 2.086, -0.722], [-2.043, 0.625, -0.207], [-0.633, -0.908, 1.647], [-1.826, -1.324, 0.726]], "atomic_forces_ev_per_a": [[-2.22, 0.79, 4.63], [3.29, -0.20, -1.39], [0.03, 1.32, 2.33], [1.81, -1.26, -1.01], [0.15, -2.52, 3.35], [6.22, 2.41, 2.11], [1.10, -0.18, -1.05], [-1.69, -2.91, -3.31], [-0.11, -1.35, -2.29], [-1.66, 1.61, 0.95], [0.64, 0.89, -0.98], [-0.86, 2.22, -0.98], [-5.32, 0.75, -2.49], [1.36, 0.34, 0.61], [-2.75, -1.91, -0.48]], "total_energy_ev": -9300.6841, "smiles": "C1=NOCCNC1"}

=====

No. 6
{"formula": "C4H8N2O", "method": "ωB97M-V/def2-TZVPD", "symbols": ["C", "C", "C", "N", "C", "N", "H", "H", "H", "H", "H", "H", "O", "H", "H"], "coordinates": [[-2.106, 0.504, -0.629], [-0.945, 0.209, 0.255], [0.360, 0.206, -0.116], [1.170, -0.166, 0.916], [0.366, -0.507, 1.879], [-0.944, -0.358, 1.491], [-2.015, 1.479, -1.109], [-3.092, 0.477, -0.157], [-2.188, -0.264, -1.397], [0.612, 0.667, -1.059], [0.592, -0.504, 2.929], [-1.613, -0.366, 2.255], [3.330, -0.230, -1.480], [3.917, -0.358, -2.236], [2.554, -0.790, -1.544]], "atomic_forces_ev_per_a": [[-0.79, -0.27, -0.01], [-0.58, -0.70, -0.56], [-0.39, 0.99, -0.21], [0.90, -0.14, -0.21], [-0.59, 0.84, -0.48], [0.04, 0.08, 2.05], [0.13, -0.08, 0.00], [0.26, 0.14, 0.39], [0.16, 0.09, -0.22], [0.88, -0.33, 0.01], [0.33, -0.76, 0.14], [-0.42, 0.13, -0.89], [0.40, 0.45, 0.11], [-0.51, -0.27, 0.10], [0.18, -0.17, -0.23]], "total_energy_ev": -9304.8867, "smiles": "Cc1cnc[nH]1.O"}

=====

No. 7
{"formula": "C4H8N2O", "method": "ωB97M-V/def2-TZVPD", "symbols": ["H", "N", "C", "O", "C", "N", "C", "C", "H", "H", "H", "H", "H", "H", "H"], "coordinates": [[-2.076, 0.836, -0.880], [-1.538, 0.117, -0.407], [-0.262, 0.021, -0.470], [0.781, 0.781, -0.951], [0.251, 1.919, -1.630], [0.432, -0.966, 0.369], [-0.302, -1.709, 1.408], [0.736, -0.669, 1.755], [0.544, 2.745, -1.043], [0.581, 1.933, -2.709], [-0.782, 1.873, -1.492], [-1.323, -1.474, 1.693], [-0.004, -2.747, 1.458], [0.357, 0.231, 2.299], [1.658, -1.066, 2.170]], "atomic_forces_ev_per_a": [[0.58, -0.18, -0.25], [1.33, -0.36, -0.28], [0.86, -0.72, 3.22], [-2.03, -0.48, -0.60], [1.52, -0.51, -1.06], [-1.52, 0.16, -0.73], [0.70, 0.72, -0.13], [-0.71, -0.19, 1.04], [0.81, 1.36, 0.10], [-0.40, 0.14, 1.30], [-1.61, 0.28, -0.71], [0.08, 0.08, -0.55], [-0.13, -0.04, 0.03], [0.26, -0.60, -0.96], [0.25, 0.35, -0.42]], "total_energy_ev": -9302.8743, "smiles": "[H]/N=C(\\OC)N1CC1"}

=====

No. 8
{"formula": "C4H8N2O", "method": "ωB97M-V/def2-TZVPD", "symbols": ["C", "C", "C", "N", "O", "C", "N", "H", "H", "H", "H", "H", "H", "H", "H"], "coordinates": [[0.472, 1.496, -0.719], [0.405, 0.047, -0.323], [1.352, -0.536, 0.357], [2.108, -1.048, 1.202], [1.615, -0.791, 2.471], [-0.842, -0.729, -0.698], [-2.031, -0.094, -0.137], [1.368, 1.975, -0.318], [-0.406, 2.032, -0.336], [0.476, 1.584, -1.810], [2.305, -1.114, 3.057], [-0.765, -1.736, -0.284], [-0.873, -0.835, -1.794], [-2.722, -0.781, 0.138], [-2.460, 0.532, -0.806]], "atomic_forces_ev_per_a": [[0.06, 0.07, -0.06], [-0.01, 0.03, 0.00], [-0.01, -0.06, 0.68], [0.01, 0.09, -1.55], [-0.26, 0.18, 1.17], [0.16, -0.32, -0.07], [-0.09, 0.07, -0.13], [-0.11, -0.04, -0.10], [0.16, -0.18, -0.05], [0.01, 0.08, 0.06], [0.09, -0.10, 0.00], [0.06, 0.05, -0.07], [-0.10, 0.05, 0.14], [0.09, 0.09, -0.08], [-0.07, -0.01, 0.07]], "total_energy_ev": -9302.2978, "smiles": "CC(=C=NO)CN"}

=====

No. 9
{"formula": "C4H8N2O", "method": "ωB97M-V/def2-TZVPD", "symbols": ["C", "N", "C", "C", "O", "C", "N", "H", "H", "H", "H", "H", "H", "H", "H"], "coordinates": [[-0.002, -0.493, 1.912], [-0.597, -0.392, 0.704], [-0.056, 0.434, -0.244], [-0.472, 0.145, -1.672], [-0.507, -1.253, -1.897], [0.173, 1.803, 0.118], [0.374, 2.911, 0.399], [0.220, 0.436, 2.429], [-0.299, -1.337, 2.528], [1.465, -0.479, 1.179], [-0.939, -1.255, 0.286], [1.505, -0.119, 0.356], [0.214, 0.662, -2.354], [-1.486, 0.504, -1.883], [0.407, -1.569, -1.862]], "atomic_forces_ev_per_a": [[-0.20, 0.10, 0.05], [0.21, -0.06, -0.07], [-0.13, 0.02, 0.02], [-0.06, 0.30, -0.02], [0.26, -0.10, -0.02], [0.20, 0.84, 0.23], [-0.19, -1.06, -0.26], [0.02, -0.13, -0.10], [0.06, 0.10, -0.10], [0.03, 0.03, -0.09], [0.02, 0.10, 0.11], [-0.06, 0.00, 0.12], [-0.11, -0.09, 0.11], [0.12, -0.03, 0.04], [-0.17, -0.03, -0.04]], "total_energy_ev": -9301.5995}

=====

No. 10
{"formula": "C4H8N2O", "method": "ωB97M-V/def2-TZVPD", "symbols": ["C", "C", "C", "N", "C", "O", "N", "H", "H", "H", "H", "H", "H", "H", "H"], "coordinates": [[-1.569, -1.451, -0.205], [-0.379, -0.582, -0.609], [-0.679, 0.859, -0.578], [0.064, 0.346, 0.609], [1.479, 0.575, 0.821], [1.897, 0.683, 1.951], [2.159, 0.670, -0.345], [-2.533, -0.921, -0.305], [-1.626, -2.349, -0.833], [-1.495, -1.802, 0.834], [-0.101, 1.571, -1.172], [-1.674, 1.227, -0.298], [-0.419, 0.410, 1.505], [1.709, 0.152, -1.103], [3.166, 0.613, -0.272]], "atomic_forces_ev_per_a": [[-0.07, 0.00, 0.04], [-0.22, -0.03, -0.04], [0.04, 0.18, -0.08], [0.20, 0.21, 0.27], [0.10, 0.07, 0.15], [-0.19, 0.03, -0.45], [0.02, -0.26, 0.08], [0.16, -0.10, 0.07], [0.08, 0.24, 0.14], [0.09, 0.02, -0.22], [-0.15, -0.14, 0.13], [0.16, -0.03, 0.00], [-0.08, -0.21, -0.22], [0.07, -0.03, 0.09], [-0.20, 0.04, 0.04]], "total_energy_ev": -9302.8970}

=====

No. 11
{"formula": "C4H8N2O", "method": "ωB97M-V/def2-TZVPD", "symbols": ["C", "C", "C", "C", "H", "H", "H", "H", "H", "H", "H", "H", "N", "N", "O"], "coordinates": [[-1.156, 1.288, -0.293], [-0.252, -0.648, 0.128], [-1.098, -1.600, 0.617], [1.314, -0.434, 0.246], [-1.647, 1.127, 0.774], [-0.317, 2.083, -0.323], [-2.082, 1.958, -0.785], [-0.679, -2.557, 1.157], [-2.132, -1.516, -0.017], [1.015, 1.035, -1.958], [2.607, 0.578, -1.005], [1.560, -0.872, 2.082], [1.680, 0.153, -0.948], [2.080, -0.762, 1.212], [-0.893, 0.168, -0.886]], "atomic_forces_ev_per_a": [[-4.20, 7.54, 2.44], [-0.56, -1.69, -0.51], [0.66, -0.36, -2.09], [-3.30, 0.84, -0.53], [1.47, 0.59, -1.71], [-0.83, -1.26, 0.63], [2.19, -2.02, 0.53], [-1.28, 2.27, -0.82], [2.40, -0.75, 2.27], [1.75, -3.83, 4.42], [-0.28, -0.63, 0.52], [-0.07, -0.66, -0.43], [0.55, 3.18, -3.94], [-0.12, 0.93, -0.62], [1.61, -4.14, -0.18]], "total_energy_ev": -9299.4247}

=====

No. 12
{"formula": "C4H8N2O", "method": "ωB97M-V/def2-TZVPD", "symbols": ["N", "C", "O", "C", "N", "C", "C", "H", "H", "H", "H", "H", "H", "H", "H"], "coordinates": [[1.412, -0.791, -1.093], [0.477, -0.644, -0.052], [0.501, -1.814, 0.703], [0.631, 0.710, 0.664], [-0.765, 1.138, 0.542], [-1.172, 1.099, -0.864], [-1.196, -0.132, -0.080], [1.712, -1.707, -1.394], [1.973, -0.015, -1.411], [-0.430, -1.880, 0.934], [0.899, 0.547, 1.712], [1.337, 1.414, 0.209], [-0.432, 1.086, -1.661], [-2.068, 1.679, -1.063], [-2.183, -0.495, 0.283]], "atomic_forces_ev_per_a": [[-0.60, 0.00, -0.39], [-0.65, 0.46, -0.09], [-0.24, 0.07, 0.27], [0.28, 0.14, 0.14], [0.03, 0.28, 0.15], [0.13, 0.28, -0.33], [0.41, -0.13, -0.30], [-0.36, 0.16, 0.15], [-0.29, -0.16, 0.27], [0.16, -0.65, 0.49], [-0.03, 0.08, -0.09], [0.02, -0.10, 0.05], [0.09, 0.40, 0.07], [0.07, -0.22, 0.01], [0.98, -0.60, -0.39]], "total_energy_ev": -9302.4489, "smiles": "N[C@@]1(O)CN2C[C@H]21"}